The following is a quantum chemistry calculation of a molecular structure, C28H52N2NaO10S5 at a distorted geometry, from OMol25.

Gap between HOMO and LUMO (eV): 8.32
E_LUMO (Ha): -0.062
DFT total energy (hartree): -4113.09512
Total charge: +1
HOMO level (eV): -10.008

Geometry as XYZ:
```
98
Properties=species:S:1:pos:R:3:forces:R:3:lowdin_charge:R:1
Na 1.68943 -18.38422 9.92224 0.10 -0.22 0.10 0.236
C 5.65570 -13.30718 13.83102 -0.82 0.44 -0.30 -0.099
C 4.69333 -14.40705 13.38127 0.50 -0.35 0.67 -0.257
C 4.76818 -14.62685 11.87975 0.37 1.01 -0.46 -0.187
C 3.88276 -15.64649 11.34864 -0.05 -0.31 -0.11 -0.165
N 3.21648 -16.48150 10.92764 0.01 0.14 -0.15 0.229
H 6.69845 -13.53187 13.62220 0.05 -0.13 0.14 0.078
H 5.48831 -13.09383 14.88499 0.33 -0.13 0.09 0.077
H 5.40020 -12.37872 13.30791 0.16 -0.02 -0.02 0.077
H 3.67664 -14.15652 13.68696 -0.04 0.10 -0.19 0.099
H 4.93072 -15.32144 13.93206 -0.04 -0.11 -0.22 0.115
H 5.78503 -14.80057 11.51174 0.02 -0.48 0.37 0.131
H 4.56748 -13.66354 11.38914 -0.45 -0.19 0.00 0.128
C -0.51544 -15.55458 14.67650 -0.32 -0.53 -0.25 -0.195
C -1.14839 -16.96105 14.66012 -0.58 0.00 0.45 -0.219
C -0.00007 -17.92651 14.74206 1.65 0.08 -0.56 -0.206
S 1.17480 -17.27012 13.51527 -0.41 0.08 0.34 0.670
O 0.84367 -17.75596 12.19927 -0.04 -0.23 -0.21 -0.330
O 2.51250 -17.40519 14.02937 0.16 0.02 -0.14 -0.318
C 0.61356 -15.56232 13.63744 0.01 0.31 0.44 -0.206
H -0.14063 -15.36147 15.68091 0.09 0.11 -0.04 0.120
H -1.27958 -14.81944 14.43522 0.13 0.18 0.04 0.117
H -1.74534 -17.12450 13.76008 0.15 0.02 -0.10 0.119
H -1.83466 -17.07161 15.50172 0.07 -0.04 0.00 0.121
H -0.07936 -18.98750 14.51718 -0.54 0.04 -0.06 0.102
H 0.62587 -17.82279 15.63277 -0.48 0.00 0.31 0.110
H 0.25411 -15.22754 12.66825 0.15 -0.15 -0.13 0.107
H 1.47084 -14.97605 13.96132 0.00 0.06 -0.16 0.085
C -0.03582 -23.73760 13.38233 -0.84 -0.61 0.35 -0.198
C -1.16626 -23.93557 12.31322 0.54 -0.37 -0.77 -0.183
C -1.04630 -22.91080 11.16874 0.07 0.37 0.75 -0.220
S 0.59263 -22.22040 11.33384 0.11 0.32 0.20 0.654
O 0.64273 -20.81130 11.05999 -0.33 0.29 -0.14 -0.310
O 1.51392 -23.06176 10.61269 0.32 -0.54 0.00 -0.310
C 0.70009 -22.45923 13.11462 0.09 0.65 -1.04 -0.212
H 0.60361 -24.61718 13.37950 0.22 0.15 -0.11 0.115
H -0.52655 -23.73501 14.35553 0.25 0.17 0.11 0.113
H -2.17020 -23.89600 12.72362 0.04 0.00 0.19 0.110
H -1.01978 -24.91925 11.86852 -0.22 -0.08 0.14 0.110
H -1.71823 -22.07055 11.34400 -0.09 -0.01 -0.30 0.102
H -1.14388 -23.32907 10.17322 -0.11 0.05 -0.07 0.107
H 0.16211 -21.57340 13.45701 0.08 -0.07 0.30 0.105
H 1.76406 -22.34655 13.32252 -0.08 -0.25 0.37 0.090
C 6.44398 -22.07637 11.56358 -0.55 -0.21 0.20 -0.188
C 6.91860 -20.70020 12.10610 -0.15 -0.26 0.58 -0.192
C 5.79230 -19.68491 11.98268 0.35 0.74 -0.60 -0.228
S 4.29083 -20.58511 11.73192 -0.06 0.02 -0.86 0.662
O 3.42950 -19.88446 10.81654 -0.08 0.33 0.06 -0.317
O 3.75424 -21.06948 12.96883 -0.13 -0.17 0.67 -0.288
C 5.07747 -21.94244 10.88476 -0.01 0.11 -0.27 -0.216
H 6.24275 -22.72385 12.41748 0.40 -0.07 0.02 0.113
H 7.18406 -22.55960 10.93260 -0.03 0.01 -0.07 0.114
H 7.79261 -20.29433 11.60482 0.11 -0.24 -0.06 0.112
H 7.16054 -20.86054 13.15562 0.21 0.23 -0.02 0.113
H 5.92057 -19.12499 11.05194 -0.17 -0.06 -0.05 0.109
H 5.72852 -18.92643 12.75942 -0.23 -0.30 0.29 0.114
H 5.09836 -21.69642 9.82235 0.12 0.14 0.05 0.103
H 4.40924 -22.79219 11.02042 0.10 -0.08 0.01 0.105
C 3.50349 -22.90869 6.64501 -0.30 -0.32 -0.15 -0.204
C 3.75112 -22.00290 5.43475 0.36 0.39 0.55 -0.207
C 3.54903 -20.56336 5.92777 -0.90 -0.84 0.06 -0.206
S 2.02018 -20.71490 6.88265 0.58 -0.48 0.35 0.693
O 0.88912 -20.49436 6.01246 -0.32 0.34 -0.11 -0.323
O 2.13044 -19.99325 8.12645 -0.18 0.13 -0.05 -0.316
C 2.15007 -22.48282 7.20343 -0.44 -0.07 0.03 -0.203
H 4.29988 -22.82966 7.38646 -0.01 0.15 -0.01 0.112
H 3.45081 -23.95078 6.32921 0.09 -0.02 0.10 0.119
H 3.00653 -22.19946 4.66341 0.20 -0.18 -0.17 0.122
H 4.76805 -22.12103 5.06521 -0.12 -0.08 -0.30 0.120
H 3.32012 -19.90098 5.09913 0.38 0.43 0.21 0.104
H 4.30500 -20.25754 6.64440 0.16 0.39 -0.29 0.103
H 1.33985 -22.94262 6.63567 0.04 0.07 -0.12 0.110
H 1.94010 -22.66655 8.25722 0.33 0.10 0.07 0.081
C 1.95317 -14.98862 5.49864 0.47 0.03 -0.86 -0.211
C 3.03083 -14.12611 6.21338 -1.47 -0.15 0.35 -0.189
C 3.78748 -15.00707 7.21369 0.74 -0.19 -0.84 -0.198
S 3.31514 -16.71770 6.85926 -0.62 0.89 0.01 0.669
O 2.25183 -17.11778 7.74979 0.04 -0.05 0.24 -0.320
O 4.49378 -17.51938 6.72181 0.36 -0.55 0.04 -0.309
C 2.57438 -16.34787 5.26125 0.67 -0.66 0.56 -0.217
H 1.71388 -14.53186 4.53771 -0.19 0.04 0.09 0.120
H 1.03657 -15.07715 6.07767 0.04 0.00 0.12 0.109
H 2.44958 -13.33501 6.68678 0.49 0.23 0.18 0.115
H 3.69949 -13.69038 5.47787 0.10 0.00 0.03 0.115
H 3.70263 -14.79107 8.27311 -0.28 -0.04 0.02 0.092
H 4.83761 -15.00462 6.91958 0.10 0.04 0.39 0.100
H 1.93791 -17.19465 5.00779 -0.24 0.17 0.03 0.110
H 3.43896 -16.35583 4.59266 -0.19 0.30 -0.21 0.115
N -1.12870 -18.86656 7.81039 0.61 -0.46 0.37 0.044
C -1.34785 -19.36320 9.07450 -0.65 -0.05 -0.04 -0.131
C -1.29027 -18.33452 9.96275 0.55 1.17 0.17 -0.110
C -0.93239 -17.15429 9.21910 0.26 -0.34 -0.55 -0.096
C -0.78503 -17.55226 7.91781 -0.37 0.14 -0.30 -0.148
H -0.81695 -19.45674 7.05174 -0.15 0.06 -0.11 0.116
H -1.65146 -20.37998 9.25052 0.21 -0.11 -0.15 0.106
H -1.33851 -18.33915 11.03763 -0.32 -0.37 0.00 0.083
H -0.76605 -16.12611 9.49884 -0.09 -0.12 0.49 0.098
H -0.47645 -17.00424 7.04491 -0.03 0.07 0.01 0.106
```
Forces are in eV/Å.